Entry 1:
The following is a DFT calculation (ωB97M-V/def2-TZVPD) of a molecular structure, C6H14N2 in a non-equilibrium geometry.

ORCA input file:
```
! wB97M-V def2-TZVPD RIJCOSX def2/J DEFGRID3
* xyz 0 1
C -0.512 -1.908 0.725
C 0.150 -2.081 2.051
C -1.544 -1.021 0.494
H -0.198 -2.575 -0.065
H 1.095 -0.579 -0.018
H -0.245 -1.391 2.796
H -2.233 -1.252 -0.312
H 0.016 -3.099 2.425
H 1.222 -1.899 1.968
H -2.083 -0.648 1.361
H -0.844 0.259 -0.231
C -0.062 0.854 -2.236
C 0.128 1.163 -0.762
N 0.077 2.559 -0.486
N 2.290 0.991 0.446
C 1.306 0.503 -0.186
H 0.091 2.772 0.504
H -0.675 3.038 -0.963
H 2.389 1.996 0.280
H -1.002 1.274 -2.602
H -0.122 -0.227 -2.358
H 0.755 1.270 -2.831
*
```

The calculation puts the molecular weight at 114.2 Da. Its largest force on an atom is 3.7 eV Å⁻¹. The calculation puts the frontier orbital gap at 8.5 eV. The value obtained for the lowest unoccupied orbital energy is 0.8 eV. As for the energy relative to the best compared isomer or geometry (same formula, charge and spin): 3.287 eV.

---

Entry 2:
The following is a DFT calculation (ωB97M-V/def2-TZVPD) of a gas-phase ion, C5H9ClN (charge +1) in a non-equilibrium geometry.

ORCA input file:
```
! wB97M-V def2-TZVPD RIJCOSX def2/J DEFGRID3
* xyz 1 1
C -1.279 1.113 0.062
C -2.254 0.260 0.070
C 0.078 0.949 0.697
C 0.467 -1.549 0.705
C 1.102 -0.270 -1.214
N 0.900 -0.271 0.247
Cl -3.743 -0.281 -0.164
H -1.406 2.093 -0.401
H 0.683 1.832 0.489
H -0.048 0.853 1.779
H 0.338 -1.670 1.762
H -0.097 -2.142 0.016
H 1.715 -1.125 -1.495
H 0.137 -0.349 -1.710
H 1.602 0.641 -1.538
H 1.806 -0.084 0.696
*
```

The calculation puts the molecular weight at 118.6 Da. Its largest force on an atom is 1.7 eV Å⁻¹. The calculation puts the frontier orbital gap (spin up / spin down) at 7.0 / 9.7 eV. The value obtained for the lowest unoccupied orbital energy (spin up / spin down) is -5.1 / -4.1 eV. As for the energy relative to the best compared isomer or geometry (same formula, charge and spin): 4.310 eV.

---

Entry 3:
The following is a DFT calculation (ωB97M-V/def2-TZVPD) of 2 unconnected molecules or ions with the total composition C7H9ClO5S in a non-equilibrium geometry.

ORCA input file:
```
! wB97M-V def2-TZVPD RIJCOSX def2/J DEFGRID3
* xyz -2 1
C -2.700 -0.549 0.049
C -1.576 -0.369 -0.645
C -4.037 0.131 -0.307
C 1.314 0.070 1.693
C 0.895 1.552 -0.342
C -0.309 -1.051 -0.471
C 1.237 0.210 0.211
O -4.992 -0.161 0.438
O 2.564 -0.279 -2.010
O -4.044 0.883 -1.298
O 3.765 0.566 -0.046
O 2.987 -1.755 -0.105
S 2.763 -0.382 -0.560
Cl -0.297 -2.376 0.649
H -2.739 -1.242 0.883
H -1.604 0.322 -1.482
H 2.071 0.759 2.074
H 0.357 0.286 2.177
H 1.631 -0.942 1.936
H -0.069 1.917 0.018
H 1.678 2.260 -0.063
H 0.882 1.485 -1.429
H 0.226 -1.337 -1.371
*
```

The calculation puts the molecular weight at 240.7 Da. Its largest force on an atom is 3.8 eV Å⁻¹. The calculation puts the frontier orbital gap at 7.6 eV. The value obtained for the lowest unoccupied orbital energy is 5.5 eV. As for the energy relative to the best compared isomer or geometry (same formula, charge and spin): 0.000 eV.

---

Entry 4:
The following is a DFT calculation (ωB97M-V/def2-TZVPD) of a molecular structure, C16H40ClLiN2O2 in a non-equilibrium geometry.

ORCA input file:
```
! wB97M-V def2-TZVPD RIJCOSX def2/J DEFGRID3
* xyz 2 1
Li 0.509 -3.141 -2.473
Cl 2.249 -1.371 -5.523
C 6.459 1.832 -9.331
C 5.360 2.457 -10.261
N 5.192 1.722 -11.598
C 4.851 0.287 -11.491
C 4.062 2.348 -12.582
C 2.542 2.082 -12.073
C 6.564 1.789 -12.447
C 7.365 3.058 -12.392
O 6.630 4.126 -12.868
C 7.311 5.354 -13.140
H 6.401 0.744 -9.356
H 6.214 2.059 -8.293
H 7.460 2.209 -9.539
H 5.327 3.542 -10.363
H 4.404 2.329 -9.753
H 5.635 -0.216 -10.925
H 4.858 -0.229 -12.451
H 3.963 0.087 -10.893
H 4.334 1.962 -13.565
H 4.262 3.417 -12.661
H 2.256 1.041 -11.922
H 1.929 2.550 -12.843
H 2.275 2.568 -11.134
H 6.477 1.535 -13.503
H 7.065 0.919 -12.021
H 8.253 2.870 -12.995
H 7.736 3.217 -11.380
H 8.366 5.285 -12.875
H 6.824 6.143 -12.567
H 7.157 5.623 -14.185
C 2.522 6.540 0.293
C 3.175 6.689 -1.142
N 2.511 5.640 -2.161
C 2.520 4.288 -1.462
C 1.043 6.076 -2.698
C 0.456 5.121 -3.742
C 3.521 5.588 -3.383
C 3.660 6.863 -4.214
O 4.853 6.809 -4.899
C 5.023 7.917 -5.821
H 2.766 7.452 0.837
H 2.832 5.628 0.804
H 1.443 6.389 0.246
H 4.233 6.452 -1.025
H 3.212 7.675 -1.606
H 3.294 4.369 -0.698
H 2.759 3.537 -2.215
H 1.506 4.144 -1.087
H 1.045 7.076 -3.131
H 0.362 6.188 -1.854
H 0.356 4.116 -3.331
H 1.021 5.009 -4.667
H -0.525 5.430 -4.102
H 3.280 4.775 -4.067
H 4.463 5.387 -2.873
H 3.628 7.752 -3.585
H 2.849 6.929 -4.939
H 4.667 7.645 -6.815
H 6.087 8.128 -5.931
H 4.577 8.838 -5.445
*
```

The calculation puts the molecular weight at 334.9 Da. Its largest force on an atom is 3.6 eV Å⁻¹. The calculation puts the frontier orbital gap at 5.5 eV. The value obtained for the lowest unoccupied orbital energy is -5.3 eV. As for the energy relative to the best compared isomer or geometry (same formula, charge and spin): 3.209 eV.

---

Entry 5:
The following is a DFT calculation (ωB97M-V/def2-TZVPD) of 3 unconnected molecules or ions with the total composition C25H33BrO9 in a non-equilibrium geometry.

ORCA input file:
```
! wB97M-V def2-TZVPD RIJCOSX def2/J DEFGRID3
* xyz 0 1
C 0.259 -3.234 3.975
C 0.316 -3.123 2.423
O 1.550 -2.559 2.001
C 2.512 -3.572 1.786
C 3.759 -3.014 1.031
C 3.533 -1.635 0.457
C 2.917 -1.381 -0.707
C 2.328 -2.373 -1.689
Br 0.618 -3.137 -1.056
C 3.343 -3.441 -2.221
C 2.898 -4.911 -2.070
C 2.779 0.079 -1.103
O 2.815 0.424 -2.271
C 2.614 1.095 0.018
C 1.778 2.314 -0.131
C 1.253 2.941 0.990
C 0.470 4.062 0.893
C 0.182 4.621 -0.335
C 0.701 4.012 -1.457
C 1.494 2.893 -1.357
C 3.255 0.813 1.153
C 4.076 -0.439 1.231
O 5.129 -0.540 1.829
H 0.365 -4.263 4.338
H -0.697 -2.832 4.325
H 1.098 -2.649 4.366
H -0.516 -2.483 2.104
H 0.136 -4.101 1.955
H 2.787 -4.027 2.750
H 2.101 -4.379 1.159
H 4.522 -2.895 1.815
H 4.167 -3.743 0.330
H 2.029 -1.789 -2.563
H 4.323 -3.291 -1.755
H 3.501 -3.286 -3.296
H 2.704 -5.211 -1.038
H 2.033 -5.125 -2.705
H 3.716 -5.530 -2.469
H 1.435 2.544 1.987
H 0.059 4.512 1.794
H -0.440 5.503 -0.451
H 0.494 4.410 -2.448
H 1.891 2.458 -2.269
H 3.236 1.449 2.034
C -3.917 -0.551 0.745
O -3.676 -1.010 2.076
C -4.190 -0.229 3.027
O -4.813 0.784 2.849
O -3.892 -0.769 4.210
C -4.385 -0.032 5.330
H -3.452 -1.264 0.068
H -4.985 -0.516 0.536
H -3.465 0.427 0.587
H -5.472 0.024 5.305
H -3.952 0.967 5.353
H -4.080 -0.569 6.225
C -2.452 2.700 -2.379
O -3.290 2.773 -3.534
C -3.273 3.959 -4.140
O -2.632 4.918 -3.797
O -4.089 3.899 -5.193
C -4.169 5.112 -5.942
H -2.545 1.696 -1.972
H -1.412 2.872 -2.647
H -2.774 3.414 -1.623
H -3.194 5.377 -6.349
H -4.556 5.920 -5.324
H -4.857 4.935 -6.764
*
```

The calculation puts the molecular weight at 557.4 Da. Its SMILES is CCOCCC1=C([C@H](Br)CC)C(=O)C(c2ccccc2)=CC1=O.COC(=O)OC.COC(=O)OC. Its largest force on an atom is 1.8 eV Å⁻¹. The calculation puts the frontier orbital gap at 8.1 eV. The value obtained for the lowest unoccupied orbital energy is -1.0 eV.

---

Entry 6:
The following is a DFT calculation (ωB97M-V/def2-TZVPD) of a molecular structure, C7H13NOS2 in a non-equilibrium geometry.

ORCA input file:
```
! wB97M-V def2-TZVPD RIJCOSX def2/J DEFGRID3
* xyz 0 1
C -2.046 0.378 -0.178
C 2.152 1.549 -0.099
C 2.864 0.430 0.647
C 0.564 1.578 0.182
C 2.448 -0.929 0.115
C -0.004 0.346 -0.346
C -3.904 -1.285 -0.227
N -2.554 -0.777 -0.088
O 0.065 -2.409 0.152
S -2.794 1.814 -0.391
S 0.579 -1.107 0.667
H 2.579 2.478 0.272
H 2.283 1.288 -1.089
H 3.878 0.440 0.470
H 2.704 0.452 1.725
H 0.294 1.675 1.178
H 0.109 2.393 -0.345
H 2.536 -0.848 -1.084
H 3.104 -1.814 0.570
H 0.056 0.079 -1.377
H -4.166 -2.225 0.336
H -4.719 -0.563 0.129
H -4.037 -1.288 -1.283
H -1.990 -1.656 0.064
*
```

The calculation puts the molecular weight at 191.3 Da. Its largest force on an atom is 6.0 eV Å⁻¹. The calculation puts the frontier orbital gap at 8.8 eV. The value obtained for the lowest unoccupied orbital energy is 0.7 eV. As for the energy relative to the best compared isomer or geometry (same formula, charge and spin): 2.793 eV.